C13H21InN7O2S2 as an isolated structure, computed with ωB97M-V/def2-TZVPD.

The calculation puts the total energy at -55193.943 eV. The lowest unoccupied orbital energy is 2.67 eV. The value obtained for the relative energy (zero: lowest compared OMol25 entry of this formula, charge and spin) is 16.2 kcal/mol. The total charge is -1. The largest force on an atom is 0.24 eV Å⁻¹.

```
46
Properties=species:S:1:pos:R:3:lowdin_charge:R:1
In 0.6483 0.5014 0.3024 0.303
C -4.2623 2.6697 0.6757 -0.012
C -2.9188 3.1443 0.2827 -0.393
N -2.2885 4.1570 0.7901 0.123
N -1.0600 4.1002 0.2035 0.029
C -0.9233 3.0851 -0.6517 -0.833
S 0.4783 2.6074 -1.4741 0.629
N -2.1426 2.5046 -0.6489 -0.128
N -2.4412 1.3649 -1.3812 0.132
H -4.6348 3.3025 1.4769 0.083
H -4.1714 1.6436 1.0362 0.077
H -4.9677 2.6965 -0.1572 0.077
H -0.3068 4.6763 0.5296 0.151
H -2.2653 0.5162 -0.8232 0.042
H -3.4252 1.3915 -1.6143 0.089
N -2.4275 -1.3867 0.1951 -0.024
N -1.4670 -2.3945 0.0576 -0.032
C -0.3187 -2.2574 -0.7193 -0.751
O 0.2978 -3.2857 -0.9947 -0.005
O 0.0016 -1.0532 -1.0501 -0.156
H -2.3182 -0.8945 1.0829 -0.041
H -3.3543 -1.7761 0.0794 0.074
H -1.6501 -3.3184 0.4049 0.123
S -0.9319 0.9593 1.9419 -0.082
C 1.9742 -3.5448 3.0876 -0.117
N 2.7703 -2.4147 2.6477 -0.258
C 2.5212 -1.2639 3.5057 -0.093
C 2.4430 -2.1000 1.2597 -0.193
C 3.3195 -1.0135 0.6830 -0.250
C 4.6923 -1.2477 0.6271 -0.051
C 5.5532 -0.3005 0.0976 -0.105
C 5.0399 0.8970 -0.3830 -0.113
C 3.6727 1.1316 -0.3223 -0.142
C 2.7898 0.1903 0.2083 -0.194
H 2.2386 -3.8053 4.1146 0.075
H 2.1699 -4.4063 2.4474 0.082
H 0.8922 -3.3321 3.0530 0.090
H 2.7704 -1.5214 4.5372 0.078
H 1.4710 -0.9318 3.4647 0.074
H 3.1502 -0.4288 3.1974 0.085
H 1.3780 -1.8206 1.1806 0.080
H 2.5492 -3.0099 0.6643 0.127
H 5.0781 -2.1846 1.0136 0.109
H 6.6186 -0.4957 0.0559 0.090
H 5.7005 1.6467 -0.8033 0.090
H 3.2905 2.0781 -0.6913 0.059
```

C13H21O7Tl as an isolated structure in a non-equilibrium geometry, computed with ωB97M-V/def2-TZVPD.

The calculation puts the total energy at -32822.407 eV. The lowest unoccupied orbital energy is -11.99 eV. The value obtained for the relative energy (zero: lowest compared OMol25 entry of this formula, charge and spin) is 54.2 kcal/mol. The total charge is +2. The largest force on an atom is 5.44 eV Å⁻¹.

```
42
Properties=species:S:1:pos:R:3:lowdin_charge:R:1
Tl -6.0892 -8.2460 -0.4323 0.999
C -1.0702 -2.5913 -0.5758 -0.085
O -1.6729 -3.7886 -0.8929 0.101
H -0.9433 -2.4875 0.5018 0.106
H -0.1023 -2.5566 -1.0758 0.162
H -1.5869 -1.7694 -1.0715 0.139
O 5.6222 -0.0268 -8.9205 0.176
C 4.8672 -0.1059 -7.9536 -0.454
O 3.8045 -0.7978 -7.9501 0.134
C 3.1680 -0.7470 -6.7796 -0.207
C 3.9169 0.1820 -5.8582 -0.166
C 5.0341 0.6730 -6.6527 -0.062
H 3.0459 -1.6842 -6.2366 0.132
H 2.1313 -0.4189 -6.8548 0.134
H 4.2926 -0.2690 -4.9397 0.124
H 3.2074 0.9546 -5.5619 0.123
H 6.0087 0.3634 -6.2755 0.141
H 5.0443 1.7507 -6.8154 0.144
O -4.6145 6.6195 -1.0106 0.157
C -5.0691 5.6001 -0.4867 -0.442
O -4.5947 5.0045 0.5512 0.069
C -5.3589 3.8878 0.9334 -0.137
C -5.9111 3.4602 -0.4196 -0.168
C -6.3174 4.8064 -1.0070 -0.054
H -6.0532 4.2394 1.6966 0.139
H -4.7398 3.1165 1.3917 0.129
H -6.6630 2.6909 -0.5958 0.124
H -5.0867 3.1672 -1.0697 0.118
H -7.3249 4.9180 -0.6064 0.127
H -6.5483 4.6836 -2.0652 0.127
O 1.8321 -4.9258 8.0333 0.157
C 1.9809 -3.7416 7.8047 -0.428
O 2.7277 -2.9257 8.6790 0.003
C 3.0898 -1.6841 8.0369 -0.149
C 2.9383 -2.0571 6.5756 -0.130
C 1.6567 -3.0201 6.5216 -0.026
H 4.0637 -1.3605 8.4043 0.136
H 2.3530 -0.9303 8.3143 0.125
H 3.8946 -2.3620 6.1507 0.121
H 2.7192 -1.1715 5.9791 0.106
H 1.6762 -3.8543 5.8203 0.123
H 0.6711 -2.5958 6.7132 0.132
```

A 2-piece molecular cluster, C13H22BFN2O2PS overall, computed with ωB97M-V/def2-TZVPD.

The calculation puts the total energy at -44434.694 eV. The lowest unoccupied orbital energy is 2.59 eV. The total charge is -1. The largest force on an atom is 0.32 eV Å⁻¹.

```
43
Properties=species:S:1:pos:R:3:lowdin_charge:R:1
C 2.3622 1.9865 -4.1078 -0.048
C 1.2195 1.2337 -4.7211 -0.434
N 0.6664 1.7143 -5.7657 0.105
C 0.7821 -0.0749 -4.0997 -0.073
C 0.0260 -0.0731 -2.7367 -0.294
C -0.3976 1.3095 -2.2254 -0.160
O 0.6862 1.7468 -1.4319 -0.078
B 1.2155 0.5094 -0.8189 -0.997
C 0.7198 0.2989 0.7176 -0.132
C 0.7801 -1.1255 1.2794 -0.304
N 2.0612 -1.5574 1.8621 -0.017
P 3.2689 0.6196 -0.8527 0.415
S 4.3916 -0.5575 -2.0153 -0.056
O 0.7989 -0.5927 -1.6831 -0.032
H 2.6294 2.8179 -4.7575 0.071
H 2.0531 2.3592 -3.1283 0.066
H 3.2177 1.3265 -3.9438 0.039
H -0.0912 1.0986 -6.0667 0.030
H 1.6427 -0.7386 -3.9724 0.115
H 0.1129 -0.5302 -4.8388 0.100
H -0.8367 -0.7341 -2.8713 0.138
H -1.3098 1.1946 -1.6178 0.119
H -0.5937 2.0466 -3.0088 0.121
H 1.2487 0.9815 1.4023 0.089
H -0.3285 0.6285 0.7220 0.088
H 0.0163 -1.2568 2.0544 0.072
H 0.5399 -1.8355 0.4836 0.106
H 2.7312 -1.7458 1.1236 0.047
H 2.4557 -0.7931 2.4032 0.047
H 3.6328 1.9807 -0.9907 -0.057
H 3.7102 0.5000 0.4824 -0.078
F -2.7404 0.4146 2.2556 0.065
C -3.0085 -0.3259 3.3447 -0.284
C -4.3144 -0.7163 3.5706 -0.020
C -4.5918 -1.4773 4.6971 -0.095
C -3.5756 -1.8341 5.5722 -0.107
C -2.2729 -1.4270 5.3169 -0.083
C -1.9750 -0.6658 4.1959 -0.012
H -5.0861 -0.4269 2.8706 0.115
H -5.6092 -1.7941 4.8879 0.099
H -3.7967 -2.4306 6.4473 0.096
H -1.4746 -1.7072 5.9918 0.104
H -0.9663 -0.3466 3.9732 0.114
```

C13H22CdN4O3S as an isolated structure in a non-equilibrium geometry, computed with ωB97M-V/def2-TZVPD.

The calculation puts the total energy at -41323.179 eV. The lowest unoccupied orbital energy is -6.99 eV. The total charge is +2. The largest force on an atom is 5.03 eV Å⁻¹.

```
44
Properties=species:S:1:pos:R:3:lowdin_charge:R:1
C -1.8595 -0.1704 -2.9511 -0.160
C -2.2038 -1.5591 -3.5202 -0.109
H -2.5226 0.5883 -3.4660 0.148
H -0.7899 0.0276 -3.2458 0.164
C -1.6373 -2.6238 -2.8773 -0.279
C -0.9868 -2.4012 -1.6561 0.212
H -0.5505 -1.3855 -1.4794 0.064
H -0.6909 -3.2461 -0.9968 0.125
C -3.0876 -1.8472 -4.6944 -0.004
H -3.6810 -1.0089 -5.0673 0.095
H -3.8339 -2.6194 -4.4461 0.109
H -2.5881 -2.2607 -5.5757 0.115
C -1.7374 -4.0351 -3.4284 -0.034
H -1.3166 -4.1395 -4.4405 0.104
H -2.7756 -4.4161 -3.4524 0.098
H -1.1669 -4.7229 -2.7812 0.088
Cd 2.6369 1.6273 1.1602 1.277
O 0.7272 0.7987 0.1497 -0.162
C -0.2930 0.1725 0.5713 -0.393
O 1.5772 0.8422 2.8979 -0.090
C 0.5509 0.1329 2.9772 -0.475
O 0.1898 -0.3425 4.1535 0.102
N -0.2953 -0.2368 1.9622 0.069
C -1.0051 -1.1434 3.9981 -0.076
C -1.3224 -1.1519 2.5245 -0.092
H -1.8480 -0.7024 4.5459 0.144
H -0.8106 -2.1663 4.3431 0.144
H -2.3323 -0.7712 2.2913 0.141
H -1.1874 -2.1557 2.0681 0.141
C -1.3316 -0.3453 -0.2924 -0.106
C -1.9665 0.2907 -1.5702 -0.209
H -1.9005 -1.1030 0.2574 0.074
H -1.5284 1.3363 -1.6024 0.144
H -3.0177 0.4676 -1.2980 0.128
N 2.6726 3.6649 2.7349 -0.018
N 4.0017 4.1383 2.8847 -0.064
C 5.0232 3.6592 2.1322 -0.803
N 6.1655 4.3792 2.2322 0.132
S 5.0209 2.2525 1.1462 0.599
H 2.3158 3.3828 3.6615 0.118
H 2.0821 4.4253 2.3701 0.120
H 4.0580 5.1180 3.1650 0.167
H 6.9783 4.1058 1.7186 0.112
H 6.2671 5.1445 2.8958 0.140
```

A 2-piece molecular cluster, C13H22ClF2N2O5S overall, computed with ωB97M-V/def2-TZVPD.

The calculation puts the total energy at -55839.235 eV. The lowest unoccupied orbital energy is -3.55 eV. The total charge is +1. The largest force on an atom is 0.79 eV Å⁻¹.

```
46
Properties=species:S:1:pos:R:3:lowdin_charge:R:1
O 0.8669 -1.2821 -0.1493 0.205
C 1.1125 -0.7105 -1.1422 -0.506
F 2.3055 -0.7259 -1.7227 0.168
N 0.1689 0.1081 -1.8319 0.161
C 0.5847 1.2733 -2.5704 -0.448
O 1.5942 1.3645 -3.1873 0.158
C -0.4193 2.4375 -2.5384 -0.594
S -1.0483 2.5914 -4.2603 0.912
C -1.6725 2.1784 -1.6944 -0.085
N -2.1339 3.5345 -1.2434 -0.020
F -3.1618 3.9748 -2.0494 0.080
C -0.9738 4.5019 -1.2917 0.001
C 0.1820 3.8062 -2.0327 -0.231
C 1.5188 3.8626 -1.2490 -0.120
C 1.5083 3.8034 0.2932 -0.252
C 0.6846 2.6980 0.9244 -0.620
Cl 1.0253 2.5190 2.6544 0.627
H -0.4978 -0.4675 -2.3412 0.172
H 0.1457 2.8949 -4.7850 -0.076
H -1.4796 1.5889 -0.7994 0.137
H -2.5014 1.7534 -2.2635 0.136
H -2.5575 3.4904 -0.3121 0.211
H -0.7538 4.7732 -0.2591 0.133
H -1.3518 5.3660 -1.8389 0.156
H 0.3374 4.3826 -2.9471 0.125
H 2.1930 3.1039 -1.6460 0.114
H 1.9721 4.8207 -1.5189 0.131
H 1.2128 4.7678 0.7209 0.113
H 2.5397 3.6419 0.6192 0.118
H 0.8898 1.7363 0.4676 0.060
H -0.3926 2.8840 0.8713 0.046
C 1.3418 -3.5315 2.5236 -0.060
C 0.5740 -4.2006 1.4049 -0.226
O 0.3792 -5.6028 1.6465 0.038
C -0.5830 -5.8983 2.5225 -0.613
O -1.3240 -5.1078 3.0516 0.117
O -0.6019 -7.2171 2.6912 0.008
C -1.5838 -7.6875 3.6228 -0.032
H 2.2953 -4.0360 2.6824 0.085
H 1.5369 -2.4914 2.2620 0.065
H 0.7755 -3.5558 3.4535 0.078
H 1.1399 -4.1659 0.4757 0.117
H -0.3924 -3.7235 1.2419 0.117
H -2.5762 -7.3435 3.3401 0.096
H -1.3499 -7.3392 4.6271 0.099
H -1.5298 -8.7704 3.5778 0.095
```